--- A ---
Molecular formula: C3H4N4O2
Method: DFT, ωB97M-V/def2-TZVPD

Atoms and positions in Å:
N (0.519, -0.968, 2.417)
C (0.262, -1.309, 1.071)
O (-0.479, -2.200, 0.788)
N (0.811, -0.305, 0.238)
C (0.078, 0.056, -0.710)
N (-1.209, -0.201, -1.207)
C (-1.339, 1.017, -1.872)
O (-0.192, 2.054, -1.931)
N (0.759, 0.905, -1.577)
H (0.483, -1.645, 3.146)
H (1.079, -0.355, 2.820)
H (-2.232, 1.444, -2.275)
H (1.460, 1.507, -0.906)

structure (SMILES)	NC(=O)/N=c1\nco[nH]1


--- B ---
Molecular formula: C3H4N4O2
Method: DFT, ωB97M-V/def2-TZVPD

Atoms and positions in Å:
H (0.606, -2.265, 0.423)
N (0.869, -1.714, -0.513)
C (0.325, -0.537, -0.631)
C (0.379, 0.129, -1.976)
O (0.766, -0.462, -2.977)
O (-0.196, 1.386, -2.027)
N (-1.030, 1.942, -1.037)
N (-0.977, 1.433, 0.059)
N (-0.234, 0.369, 0.367)
C (-0.155, -0.026, 1.766)
H (-0.394, 0.892, 2.452)
H (-0.858, -0.789, 2.136)
H (0.900, -0.359, 1.957)

structure (SMILES)	[H]/N=c1/c(=O)onnn1C


Relative calculated energies, zero for the most stable structure, unit hartree: A 0.0074; B 0.0000.


--- A ---
Molecular formula: ClHNO2S
Method: DFT, ωB97M-V/def2-TZVPD

Atoms and positions in Å:
N (0.354, -0.347, -0.266)
O (-2.961, -0.204, -1.276)
O (-2.629, -0.008, 1.115)
S (-2.305, -0.779, -0.094)
Cl (0.707, -2.034, -0.205)
H (0.759, -0.194, 0.694)

charge	-1


--- B ---
Molecular formula: ClHNO2S
Method: DFT, ωB97M-V/def2-TZVPD

Atoms and positions in Å:
N (-0.566, 0.380, -0.122)
S (-0.975, 0.103, 1.359)
O (-1.980, 0.974, 1.921)
O (0.200, -0.220, 2.174)
Cl (-1.992, -1.893, 0.979)
H (0.197, -0.179, -0.274)

charge	-1
structure (SMILES)	N=[S@](=O)([O-])Cl


Relative calculated energies, zero for the most stable structure, unit hartree: A 0.0704; B 0.0000.


--- A ---
Molecular formula: C2H2FIO
Method: DFT, ωB97M-V/def2-TZVPD

Atoms and positions in Å:
C (3.172, -0.795, 0.537)
C (4.251, -0.784, 0.075)
O (-0.044, -0.543, 0.346)
F (5.520, -0.615, -0.157)
I (-1.862, -0.580, 0.033)
H (2.210, -0.646, 0.904)
H (-1.776, -0.837, -1.426)


--- B ---
Molecular formula: C2H2FIO
Method: DFT, ωB97M-V/def2-TZVPD

Atoms and positions in Å:
O (-1.226, 0.255, -0.119)
C (-2.234, -0.176, 0.190)
C (-3.309, -0.467, 0.833)
F (-4.461, -0.856, 0.198)
H (-3.307, -0.783, 1.882)
I (1.647, 2.075, -0.268)
H (0.550, 1.841, -1.344)

structure (SMILES)	O=C=CF.I


--- C ---
Molecular formula: C2H2FIO
Method: DFT, ωB97M-V/def2-TZVPD

Atoms and positions in Å:
F (-0.082, -1.293, -0.674)
C (0.442, -0.162, -0.253)
C (-0.147, 0.430, 0.780)
O (-0.033, 1.620, 1.378)
I (1.521, 2.807, 1.274)
H (1.344, 0.057, -0.966)
H (-0.997, -0.071, 1.338)

structure (SMILES)	F/C=C/OI


Relative calculated energies, zero for the most stable structure, unit hartree: A 0.1686; B 0.0000; C 0.0118.


--- A ---
Molecular formula: C8H12ClP
Method: DFT, ωB97M-V/def2-TZVPD

Atoms and positions in Å:
C (-1.457, 1.202, 2.479)
C (-0.795, 0.287, 1.539)
P (-0.015, -1.102, 2.073)
C (0.639, -1.481, 0.400)
C (1.743, -2.414, 0.074)
C (0.021, -0.673, -0.525)
C (0.132, -0.749, -2.008)
C (-0.836, 0.453, 0.037)
C (-0.156, 1.824, -0.351)
Cl (-2.576, 0.330, -0.491)
H (-1.208, 2.246, 2.553)
H (-1.661, 0.649, 3.391)
H (-2.530, 1.255, 1.982)
H (2.782, -2.146, 0.156)
H (1.502, -2.824, -0.986)
H (1.726, -3.155, 0.911)
H (1.074, -0.758, -2.581)
H (-0.481, 0.058, -2.358)
H (-0.235, -1.792, -2.108)
H (-0.311, 2.044, -1.385)
H (0.934, 1.781, -0.439)
H (-0.606, 2.562, 0.252)

structure (SMILES)	CC1=PC(C)=C(C)[C@@]1(C)Cl


--- B ---
Molecular formula: C8H12ClP
Method: DFT, ωB97M-V/def2-TZVPD

Atoms and positions in Å:
C (0.194, -0.101, 0.031)
C (-1.268, 0.077, -0.216)
C (0.467, -0.884, 1.101)
C (-2.021, 1.106, 0.324)
C (1.114, 0.433, -1.025)
C (-1.808, -0.894, -1.298)
C (1.806, -1.452, 1.433)
C (-1.399, 2.208, 1.097)
P (-0.988, -1.179, 1.940)
Cl (-3.703, 1.595, -0.065)
H (0.904, 1.470, -1.253)
H (0.932, -0.174, -1.873)
H (2.111, 0.386, -0.591)
H (-1.605, -0.450, -2.217)
H (-2.892, -0.864, -1.202)
H (-1.446, -1.886, -1.042)
H (1.763, -2.300, 2.122)
H (2.234, -0.641, 2.137)
H (2.388, -1.511, 0.535)
H (-2.160, 2.435, 1.928)
H (-1.390, 3.216, 0.591)
H (-0.419, 1.927, 1.494)


Relative calculated energies, zero for the most stable structure, unit hartree: A 0.0000; B 0.0682.


--- A ---
Molecular formula: C3H7FN3
Method: DFT, ωB97M-V/def2-TZVPD

Atoms and positions in Å:
C (0.657, 0.089, 0.150)
C (-1.765, -0.291, -0.392)
C (1.716, -0.913, -0.049)
N (-1.833, 1.068, -0.509)
N (-0.256, -0.297, -0.726)
N (0.669, 1.104, 0.905)
F (-1.992, -0.788, 0.856)
H (-2.294, -0.935, -1.054)
H (1.816, -0.964, -1.094)
H (2.617, -0.609, 0.419)
H (1.304, -1.788, 0.380)
H (-1.805, 1.364, -1.457)
H (1.399, 1.370, 1.641)
H (-0.235, 1.590, 0.929)

charge	+1


--- B ---
Molecular formula: C3H7FN3
Method: DFT, ωB97M-V/def2-TZVPD

Atoms and positions in Å:
C (2.158, -0.082, -0.087)
C (-0.906, -0.317, -0.413)
C (-1.354, 0.781, 0.352)
N (1.875, 1.213, 0.040)
N (1.084, 0.087, -0.672)
N (-0.861, -1.587, 0.090)
F (2.978, -0.954, 0.276)
H (-0.956, -0.378, -1.537)
H (-0.943, 1.709, -0.009)
H (-1.066, 0.894, 1.330)
H (-2.395, 0.868, 0.375)
H (2.536, 1.794, -0.359)
H (-1.157, -1.710, 1.099)
H (-0.993, -2.319, -0.486)

charge	+1


Relative calculated energies, zero for the most stable structure, unit hartree: A 0.0000; B 0.0449.


--- A ---
Molecular formula: C3H3N
Method: DFT, ωB97M-V/def2-TZVPD

Atoms and positions in Å:
C (-1.587, 0.006, 0.154)
C (-1.021, 1.029, -0.106)
H (-2.218, -0.765, 0.421)
H (-0.430, 1.832, -0.406)
C (2.180, -0.148, -0.056)
N (1.547, 0.769, 0.182)
H (2.774, -0.983, -0.319)

structure (SMILES)	C#C.C#N


--- B ---
Molecular formula: C3H3N
Method: DFT, ωB97M-V/def2-TZVPD

Atoms and positions in Å:
C (-0.391, -0.097, 0.332)
C (0.126, -1.292, 0.188)
C (0.693, 0.740, -0.107)
N (1.326, -0.361, 0.124)
H (-2.704, 1.523, -0.674)
H (0.058, -2.401, 0.216)
H (0.892, 1.887, -0.079)


--- C ---
Molecular formula: C3H3N
Method: DFT, ωB97M-V/def2-TZVPD

Atoms and positions in Å:
C (1.462, -0.467, -0.001)
C (0.652, 0.537, -0.032)
C (-0.772, 0.307, -0.003)
N (-1.827, -0.309, 0.013)
H (2.548, -0.180, 0.101)
H (1.148, -1.486, -0.037)
H (1.036, 1.575, 0.062)

structure (SMILES)	C=CC#N


--- D ---
Molecular formula: C3H3N
Method: DFT, ωB97M-V/def2-TZVPD

Atoms and positions in Å:
C (-1.651, -0.351, -0.030)
C (-0.588, 0.513, 0.021)
C (0.780, 0.066, -0.044)
N (1.931, -0.215, 0.015)
H (-2.728, -0.144, -0.004)
H (-1.295, -1.345, 0.144)
H (-0.741, 1.623, 0.065)

structure (SMILES)	C=CC#N


Relative calculated energies, zero for the most stable structure, unit hartree: A 0.0680; B 0.3099; C 0.0074; D 0.0000.